1.
ORCA calculation (ωB97M-V/def2-TZVPD) on an isolated molecule of C4H8O3S in a non-equilibrium geometry.

Computed properties:
Energy relative to the best compared isomer or geometry (same formula, charge and spin) ... 48.38 kcal per mole
Orbital gap ... 9.33 eV
SMILES ... CO[C@@H](CO)OC=S
Max |F| ... 0.043 Eh/bohr
Energy ... -781.05614 Eh

```
16
Properties=species:S:1:pos:R:3:nbo_charge:R:1
O -1.218 -0.037 0.920 -0.530
H 2.181 1.385 0.123 0.176
H -0.854 -1.792 -1.028 0.180
H -0.243 1.123 -0.407 0.159
O -1.933 -0.124 -1.643 -0.720
O 1.075 -0.352 0.331 -0.531
H 1.882 0.536 -1.422 0.174
C -0.699 -0.748 -1.319 -0.096
C 2.076 0.371 -0.333 -0.255
H 2.966 -0.216 -0.214 0.206
C -0.184 0.049 -0.108 0.366
H 0.151 0.433 2.367 0.185
S -1.938 -0.132 3.409 -0.015
H 0.049 -0.719 -2.101 0.189
H -2.392 0.094 -0.787 0.487
C -0.918 0.128 2.212 0.024
```

2.
ORCA calculation (ωB97M-V/def2-TZVPD) on a structure of composition C12H30N4O2PdSi in a non-equilibrium geometry.

Computed properties:
Energy relative to the best compared isomer or geometry (same formula, charge and spin) ... 8.12 kcal per mole
Net charge ... -2
Orbital gap ... 4.18 eV
Max |F| ... 0.035 Eh/bohr
Energy ... -1261.94235 Eh

```
50
Properties=species:S:1:pos:R:3:nbo_charge:R:1
H -4.772 1.221 -0.015 0.244
C 1.033 4.865 -1.820 -1.105
C -4.834 0.143 -0.164 -0.679
H 3.912 -1.074 0.950 0.150
C -4.419 -2.749 -0.413 -0.678
H -0.192 4.211 1.212 0.249
O -2.624 1.741 -0.080 -0.738
H -0.435 -3.656 -0.434 0.427
H 0.484 1.638 -1.962 0.237
C 3.211 3.193 -0.576 -1.109
H -0.040 5.071 -1.881 0.232
H 3.756 4.131 -0.423 0.204
C 0.898 4.173 1.121 -1.112
C -3.212 -1.848 -0.406 0.090
N -2.415 0.438 -0.174 -0.118
N -2.027 -2.340 -0.558 -0.160
H -0.056 -3.398 1.709 0.195
H -5.115 -2.486 -1.219 0.185
H 1.548 5.790 -1.541 0.206
Pd -0.225 -0.776 -0.281 0.012
C 0.352 2.005 -0.943 -1.180
H 1.032 -4.438 -0.736 0.319
H 1.267 3.524 1.920 0.229
H 2.795 0.285 0.920 0.174
H 0.893 -4.867 1.536 0.130
C 0.816 -3.820 1.204 -0.208
C 2.055 -3.055 1.685 -0.406
H 1.305 5.178 1.276 0.204
H 2.851 -1.931 -0.962 0.341
H -5.398 -0.059 -1.085 0.179
H -4.979 -2.685 0.527 0.184
H 1.627 -0.914 -0.873 0.345
C 2.881 -0.784 0.703 -0.207
C -3.423 -0.376 -0.236 0.045
N 2.669 -0.958 -0.731 -0.845
H 1.373 4.573 -2.819 0.220
H -5.396 -0.312 0.661 0.179
H 2.931 -3.393 1.113 0.170
H 2.243 -3.342 2.728 0.169
Si 1.354 3.489 -0.567 1.642
C 1.899 -1.529 1.604 -0.420
H 3.498 2.493 0.212 0.233
H 3.531 2.755 -1.526 0.231
H -0.707 2.235 -0.766 0.315
N 0.583 -3.692 -0.221 -0.902
H 1.968 -1.102 2.610 0.181
O -1.870 -3.662 -0.714 -0.736
H -4.065 -3.768 -0.556 0.243
H 0.575 1.171 -0.236 0.232
H 0.863 -1.309 1.226 0.205
```

3.
ORCA calculation (ωB97M-V/def2-TZVPD) on the ion C2H4NO with charge +1 in a non-equilibrium geometry.

Computed properties:
Energy relative to the best compared isomer or geometry (same formula, charge and spin) ... 0.00 kcal per mole
Net charge ... +1
Orbital gap ... 11.49 eV
SMILES ... C=[N+]=CO
Max |F| ... 0.071 Eh/bohr
Energy ... -208.27063 Eh

```
8
Properties=species:S:1:pos:R:3:nbo_charge:R:1
H -1.996 -0.378 1.024 0.229
H 0.920 1.435 -0.032 0.221
C 0.839 0.387 -0.164 0.526
H -2.323 -0.581 -0.741 0.241
C -1.585 -0.340 -0.033 0.142
O 1.813 -0.402 0.031 -0.581
H 2.720 -0.124 0.037 0.551
N -0.388 0.003 -0.120 -0.329
```

4.
ORCA calculation (ωB97M-V/def2-TZVPD) on a cluster of 2 separate species, C5H13NO in total in a non-equilibrium geometry.

Computed properties:
Energy relative to the best compared isomer or geometry (same formula, charge and spin) ... 36.88 kcal per mole
Orbital gap ... 10.04 eV
SMILES ... C/C=C/CCN.O
Max |F| ... 0.044 Eh/bohr
Energy ... -328.26007 Eh

```
20
Properties=species:S:1:pos:R:3:nbo_charge:R:1
H 0.431 2.445 -3.275 0.222
H -1.472 0.432 1.622 0.367
C 0.287 1.388 -3.471 -0.644
H -1.063 0.003 -1.511 0.183
H -0.358 -0.458 4.388 0.473
H -0.726 1.130 -3.771 0.215
C 0.522 -0.886 -0.291 -0.445
H -1.645 -1.098 1.196 0.354
H 1.617 -0.838 -0.432 0.199
C 0.759 0.584 -2.290 -0.157
H 0.268 -1.917 -0.541 0.210
H 1.835 0.471 -2.151 0.183
C 0.008 0.084 -1.328 -0.202
C 0.349 -0.480 1.169 -0.211
H 0.790 0.513 1.322 0.193
O -1.004 -0.073 4.993 -0.938
H 1.016 -1.102 1.768 0.174
N -1.011 -0.465 1.666 -0.854
H 0.943 1.097 -4.287 0.213
H -1.548 -0.830 5.225 0.464
```

What did the first record say?
ORCA calculation (ωB97M-V/def2-TZVPD) on an isolated molecule of C4H8O3S in a non-equilibrium geometry.

Computed properties:
Energy relative to the best compared isomer or geometry (same formula, charge and spin) ... 48.38 kcal per mole
Orbital gap ... 9.33 eV
SMILES ... CO[C@@H](CO)OC=S
Max |F| ... 0.043 Eh/bohr
Energy ... -781.05614 Eh

```
16
Properties=species:S:1:pos:R:3:nbo_charge:R:1
O -1.218 -0.037 0.920 -0.530
H 2.181 1.385 0.123 0.176
H -0.854 -1.792 -1.028 0.180
H -0.243 1.123 -0.407 0.159
O -1.933 -0.124 -1.643 -0.720
O 1.075 -0.352 0.331 -0.531
H 1.882 0.536 -1.422 0.174
C -0.699 -0.748 -1.319 -0.096
C 2.076 0.371 -0.333 -0.255
H 2.966 -0.216 -0.214 0.206
C -0.184 0.049 -0.108 0.366
H 0.151 0.433 2.367 0.185
S -1.938 -0.132 3.409 -0.015
H 0.049 -0.719 -2.101 0.189
H -2.392 0.094 -0.787 0.487
C -0.918 0.128 2.212 0.024
```

energy relative to the best compared isomer or geometry (same formula, charge and spin) of number 4 (C5H13NO)?
36.88 kcal per mole

Please write out number 4 again, unchanged.
ORCA calculation (ωB97M-V/def2-TZVPD) on a cluster of 2 separate species, C5H13NO in total in a non-equilibrium geometry.

Computed properties:
Energy relative to the best compared isomer or geometry (same formula, charge and spin) ... 36.88 kcal per mole
Orbital gap ... 10.04 eV
SMILES ... C/C=C/CCN.O
Max |F| ... 0.044 Eh/bohr
Energy ... -328.26007 Eh

```
20
Properties=species:S:1:pos:R:3:nbo_charge:R:1
H 0.431 2.445 -3.275 0.222
H -1.472 0.432 1.622 0.367
C 0.287 1.388 -3.471 -0.644
H -1.063 0.003 -1.511 0.183
H -0.358 -0.458 4.388 0.473
H -0.726 1.130 -3.771 0.215
C 0.522 -0.886 -0.291 -0.445
H -1.645 -1.098 1.196 0.354
H 1.617 -0.838 -0.432 0.199
C 0.759 0.584 -2.290 -0.157
H 0.268 -1.917 -0.541 0.210
H 1.835 0.471 -2.151 0.183
C 0.008 0.084 -1.328 -0.202
C 0.349 -0.480 1.169 -0.211
H 0.790 0.513 1.322 0.193
O -1.004 -0.073 4.993 -0.938
H 1.016 -1.102 1.768 0.174
N -1.011 -0.465 1.666 -0.854
H 0.943 1.097 -4.287 0.213
H -1.548 -0.830 5.225 0.464
```

Please write out number 4 again, unchanged.
ORCA calculation (ωB97M-V/def2-TZVPD) on a cluster of 2 separate species, C5H13NO in total in a non-equilibrium geometry.

Computed properties:
Energy relative to the best compared isomer or geometry (same formula, charge and spin) ... 36.88 kcal per mole
Orbital gap ... 10.04 eV
SMILES ... C/C=C/CCN.O
Max |F| ... 0.044 Eh/bohr
Energy ... -328.26007 Eh

```
20
Properties=species:S:1:pos:R:3:nbo_charge:R:1
H 0.431 2.445 -3.275 0.222
H -1.472 0.432 1.622 0.367
C 0.287 1.388 -3.471 -0.644
H -1.063 0.003 -1.511 0.183
H -0.358 -0.458 4.388 0.473
H -0.726 1.130 -3.771 0.215
C 0.522 -0.886 -0.291 -0.445
H -1.645 -1.098 1.196 0.354
H 1.617 -0.838 -0.432 0.199
C 0.759 0.584 -2.290 -0.157
H 0.268 -1.917 -0.541 0.210
H 1.835 0.471 -2.151 0.183
C 0.008 0.084 -1.328 -0.202
C 0.349 -0.480 1.169 -0.211
H 0.790 0.513 1.322 0.193
O -1.004 -0.073 4.993 -0.938
H 1.016 -1.102 1.768 0.174
N -1.011 -0.465 1.666 -0.854
H 0.943 1.097 -4.287 0.213
H -1.548 -0.830 5.225 0.464
```